Record 1
A cluster of 4 separate species, CH11N3O3 in total at a distorted geometry. Source: the Open Molecules 2025 dataset; level of theory: ωB97M-V/def2-TZVPD.

CARTESIAN COORDINATES (ANGSTROEM)
1 O -1.97 2.00 -3.22
2 O 1.09 2.26 -0.94
3 O -0.60 -0.67 3.78
4 N 0.52 -2.17 1.00
5 N -0.14 0.00 0.58
6 N 1.01 -1.16 -1.08
7 C 0.49 -1.16 0.21
8 H 0.03 0.98 0.42
9 H -1.79 1.65 -2.34
10 H 0.76 -0.33 -1.61
11 H -0.68 -0.08 1.44
12 H 0.45 2.13 -1.66
13 H 1.89 2.59 -1.32
14 H -2.74 1.52 -3.51
15 H -0.61 -1.54 4.19
16 H 0.35 -0.59 3.75
17 H 0.94 -2.01 -1.61
18 H 0.65 -3.06 0.56

As for the structure (SMILES): N=C(N)N.O.O.O. The calculation puts the energy above the lowest of the compared OMol25 structures with the same formula, charge and spin at 26.4 kcal per mole. As for the total charge: 0. For the HOMO energy, the calculation gives -8.75 eV. The LUMO energy comes out at 0.37 eV. As for the multiplicity: 1.

Atomic partial charges in e from the natural (NBO) method, atoms 1 to 4:
1 O -0.939
2 O -0.954
3 O -0.933
4 N -0.800

---

Record 2
A structure of composition C16H49BN3O7Rb at a distorted geometry. Source: the Open Molecules 2025 dataset; level of theory: ωB97M-V/def2-TZVPD.

CARTESIAN COORDINATES (ANGSTROEM)
1 Rb -21.36 18.18 16.52
2 O -17.29 15.60 13.21
3 O -20.55 15.47 15.98
4 O -22.39 19.06 10.21
5 O -20.11 24.03 15.89
6 O -19.46 19.58 11.20
7 O -21.90 21.12 14.61
8 O -21.77 14.13 10.19
9 N -17.61 17.73 10.19
10 N -23.65 16.50 12.41
11 N -21.26 16.13 18.83
12 C -23.33 15.20 11.79
13 C -24.63 14.61 11.27
14 C -17.40 16.77 12.43
15 C -20.77 21.97 14.76
16 C -17.31 15.85 14.59
17 C -20.21 20.13 10.09
18 C -16.89 15.37 10.40
19 C -22.22 15.38 10.72
20 C -21.13 23.06 15.77
21 C -20.25 14.68 17.10
22 C -17.77 16.49 10.97
23 C -19.31 14.78 19.41
24 C -21.19 19.11 9.48
25 C -20.69 14.79 14.74
26 C -19.99 15.58 18.28
27 C -20.91 13.40 11.04
28 B -21.18 18.36 13.41
29 H -25.37 14.54 12.07
30 H -16.30 16.09 14.96
31 H -17.10 14.39 10.84
32 H -18.13 17.48 12.82
33 H -21.44 13.99 14.81
34 H -15.83 15.61 10.55
35 H -17.61 14.94 15.11
36 H -21.11 15.49 14.03
37 H -18.41 18.31 10.41
38 H -19.32 23.57 16.22
39 H -18.29 14.56 19.05
40 H -19.89 21.45 15.17
41 H -19.26 16.36 18.03
42 H -20.45 22.31 13.78
43 H -19.46 20.39 9.35
44 H -21.95 17.98 14.15
45 H -24.58 13.66 10.75
46 H -17.90 16.73 14.85
47 H -21.35 15.82 11.22
48 H -19.90 13.83 11.00
49 H -25.07 15.30 10.54
50 H -21.03 13.94 17.31
51 H -21.38 22.55 16.70
52 H -19.79 14.31 14.35
53 H -18.79 16.12 10.85
54 H -22.18 18.86 11.13
55 H -17.06 15.24 9.33
56 H -24.09 17.21 11.86
57 H -19.37 14.04 16.94
58 H -22.01 23.61 15.44
59 H -21.63 20.32 14.14
60 H -19.11 15.42 20.27
61 H -22.78 16.93 12.71
62 H -16.43 17.27 12.40
63 H -21.94 15.40 19.02
64 H -20.19 18.53 13.93
65 H -19.79 13.82 19.59
66 H -22.86 14.63 12.58
67 H -17.77 17.44 9.22
68 H -20.74 21.00 10.48
69 H -21.03 17.59 12.56
70 H -20.95 16.34 19.78
71 H -21.39 19.27 8.42
72 H -21.30 13.34 12.06
73 H -21.61 19.33 12.95
74 H -20.86 12.41 10.60
75 H -20.72 18.11 9.49
76 H -20.01 19.16 11.90
77 H -22.61 15.95 9.88

The calculation puts the energy above the lowest of the compared OMol25 structures with the same formula, charge and spin at 11.9 kcal per mole. As for the total charge: 0. For the HOMO energy, the calculation gives -8.30 eV. The LUMO energy comes out at -0.65 eV. As for the multiplicity: 1.

Atomic partial charges in e from the Mulliken method, atoms 1 to 4:
1 Rb 0.874
2 O -0.352
3 O 0.007
4 O -0.613

---

Record 3
A cluster of 2 separate species, C33H39BO2S in total at a distorted geometry. Source: the Open Molecules 2025 dataset; level of theory: ωB97M-V/def2-TZVPD.

CARTESIAN COORDINATES (ANGSTROEM)
1 S -1.78 -3.65 2.36
2 O -1.09 -0.46 -1.44
3 O 1.04 0.17 -2.19
4 C 1.09 -0.79 -4.34
5 C 2.20 1.39 0.95
6 C 1.15 2.00 0.23
7 C -3.44 3.25 -2.05
8 C 0.83 1.24 6.12
9 C -1.82 -0.94 -3.61
10 C -3.61 2.78 -0.74
11 C -0.70 0.14 4.47
12 C 1.65 -2.15 -2.36
13 C 0.59 0.32 4.97
14 C -2.14 3.28 -2.58
15 C 1.42 -1.26 3.33
16 C 0.70 -3.70 1.71
17 C -1.14 -2.75 -2.00
18 C -2.02 -6.32 1.48
19 C -1.17 -5.12 1.67
20 C 0.18 -4.99 1.37
21 C 5.13 3.67 0.02
22 C -0.96 -0.77 3.46
23 C -1.09 2.71 -1.88
24 C 1.38 3.29 -0.25
25 C 0.72 -1.06 -2.89
26 C -0.21 -2.86 2.34
27 C 3.74 3.13 0.21
28 C -0.82 -1.35 -2.53
29 C -1.28 2.13 -0.60
30 C 2.66 3.84 -0.30
31 C 0.08 -1.60 3.00
32 C -0.15 1.27 -0.01
33 C -2.54 2.24 -0.02
34 C 3.48 1.94 0.91
35 C -4.60 3.67 -2.90
36 C 1.65 -0.36 4.37
37 B -0.02 0.42 -1.38
38 H -1.40 -7.22 1.31
39 H -2.63 -6.50 2.38
40 H 2.84 4.80 -0.79
41 H 0.28 2.18 5.97
42 H -4.92 4.69 -2.67
43 H 5.25 4.61 0.57
44 H -1.75 -1.57 -4.51
45 H -0.09 2.75 -2.33
46 H 4.31 1.42 1.39
47 H -2.70 -6.19 0.64
48 H 0.86 -1.66 -4.96
49 H 1.49 -2.36 -1.29
50 H -0.41 0.62 0.83
51 H 0.77 -5.80 0.94
52 H -2.00 3.73 -3.57
53 H 1.51 -3.08 -2.93
54 H 2.69 -1.83 -2.50
55 H -2.69 1.89 1.01
56 H -0.91 -3.54 -2.73
57 H 2.18 -0.64 -4.38
58 H 2.02 0.48 1.52
59 H -4.35 3.65 -3.96
60 H 0.58 3.91 -0.64
61 H 2.67 -0.20 4.71
62 H -1.51 0.73 4.89
63 H 5.89 2.97 0.38
64 H 1.89 1.45 6.26
65 H -2.22 -2.83 -1.75
66 H 0.62 0.11 -4.75
67 H -0.59 -2.96 -1.07
68 H -4.62 2.82 -0.31
69 H 5.33 3.89 -1.03
70 H -2.83 -1.06 -3.21
71 H -1.94 -0.83 2.98
72 H 0.45 0.80 7.05
73 H -1.69 0.11 -3.90
74 H 1.73 -3.41 1.53
75 H 2.23 -1.72 2.77
76 H -5.47 3.02 -2.74

As for the structure (SMILES): Cc1ccc(C(B2OC(C)(C)C(C)(C)O2)c2ccc(C)cc2)cc1.Cc1ccc(-c2ccc(C)s2)cc1. The calculation puts the energy above the lowest of the compared OMol25 structures with the same formula, charge and spin at 0.0 kcal per mole. As for the total charge: 0. For the HOMO energy, the calculation gives -7.62 eV. The LUMO energy comes out at 0.38 eV. As for the multiplicity: 1.

Atomic partial charges in e from the Mulliken method, atoms 1 to 4:
1 S -0.241
2 O -0.416
3 O -0.432
4 C -1.868

---

Record 4
An isolated molecule of C16H20N6O5S at a distorted geometry. Source: the Open Molecules 2025 dataset; level of theory: ωB97M-V/def2-TZVPD.

CARTESIAN COORDINATES (ANGSTROEM)
1 S -2.45 -2.54 1.55
2 O 0.82 1.89 -4.44
3 O -1.27 -1.44 4.77
4 O 3.24 4.35 3.31
5 O 1.32 0.39 1.06
6 O 2.58 4.23 5.35
7 N 0.02 -2.25 0.45
8 N 0.57 -1.96 -0.74
9 N 0.04 -0.98 2.95
10 N -1.61 -1.92 -0.98
11 N -0.90 -0.10 -3.26
12 N 2.64 3.81 4.21
13 C 0.59 0.75 4.61
14 C 0.64 0.22 3.32
15 C 1.95 2.59 3.91
16 C 0.97 1.53 -3.08
17 C -1.28 -2.23 0.30
18 C 0.37 0.80 -5.21
19 C -0.97 0.27 -4.67
20 C 2.00 2.09 2.62
21 C -0.34 1.01 -2.49
22 C 1.34 0.91 2.31
23 C -1.32 -2.95 2.92
24 C -0.86 -1.71 3.66
25 C 1.24 1.93 4.91
26 C -2.92 -1.79 -1.55
27 C -0.23 -1.38 -3.02
28 C -0.39 -1.76 -1.59
29 H 1.76 0.77 -2.98
30 H -1.09 1.81 -2.51
31 H 0.85 -1.38 -3.23
32 H 1.29 2.44 -2.56
33 H -0.48 -3.50 2.49
34 H -1.90 -3.58 3.60
35 H 0.04 0.22 5.37
36 H -1.72 1.06 -4.75
37 H -2.87 -1.04 -2.34
38 H -3.61 -1.48 -0.78
39 H -1.29 -0.59 -5.25
40 H 2.55 2.63 1.86
41 H -3.25 -2.74 -1.97
42 H -0.19 0.69 -1.46
43 H 1.22 2.34 5.90
44 H 0.25 1.18 -6.22
45 H 1.12 0.00 -5.21
46 H 0.30 -1.32 2.02
47 H -0.71 -2.13 -3.66
48 H 1.93 0.87 0.49

As for the structure (SMILES): Cn1c(CN2CCOCC2)nnc1SCC(=O)Nc1ccc([N+](=O)[O-])cc1O. As for the total charge: 0. For the HOMO energy, the calculation gives -8.65 eV. The LUMO energy comes out at -0.33 eV. As for the multiplicity: 1.

Atomic partial charges in e from the natural (NBO) method, atoms 1 to 4:
1 S 0.285
2 O -0.523
3 O -0.594
4 O -0.393

---

Record 5
A structure of composition C6H12P2 at a distorted geometry. Source: the Open Molecules 2025 dataset; level of theory: ωB97M-V/def2-TZVPD.

CARTESIAN COORDINATES (ANGSTROEM)
1 P -2.44 1.43 -0.07
2 P -2.52 -1.37 -0.32
3 C 0.65 0.01 -1.63
4 C -2.24 -0.08 0.98
5 C 0.23 0.06 -0.20
6 C -1.28 -0.02 -0.12
7 C 0.42 1.45 0.51
8 C 0.98 -0.96 0.63
9 H -1.91 -2.48 0.49
10 H 1.69 -0.03 -1.75
11 H -0.16 1.72 1.41
12 H -3.22 0.88 -1.10
13 H 0.33 2.33 -0.12
14 H 0.32 -0.83 -2.05
15 H 1.51 1.68 0.81
16 H -2.23 -0.19 2.12
17 H 0.41 -1.22 1.47
18 H 2.07 -0.60 0.81
19 H 1.07 -1.96 0.18
20 H 0.52 0.89 -2.28

The calculation puts the energy above the lowest of the compared OMol25 structures with the same formula, charge and spin at 33.2 kcal per mole. As for the total charge: 0. For the HOMO energy, the calculation gives -8.96 eV. The LUMO energy comes out at 0.80 eV. As for the multiplicity: 1.

Atomic partial charges in e from the natural (NBO) method, atoms 1 to 4:
1 P 0.521
2 P 0.504
3 C -0.596
4 C -0.719

---

Record 6
A cluster of 11 separate species, C13H48O11 in total at a distorted geometry. Source: the Open Molecules 2025 dataset; level of theory: ωB97M-V/def2-TZVPD.

CARTESIAN COORDINATES (ANGSTROEM)
1 O -4.26 -1.05 0.58
2 O 4.92 0.43 -1.75
3 O 1.47 1.90 -4.12
4 O -0.13 0.62 1.79
5 O 1.93 -3.08 3.62
6 O 2.19 2.43 1.72
7 O -0.19 5.95 -0.18
8 O -2.80 -2.31 -1.49
9 O -0.12 -1.82 -1.95
10 O 2.03 -2.84 -0.43
11 O -2.25 2.06 3.05
12 C -3.96 -0.72 1.93
13 C -3.84 -2.87 -2.29
14 C 0.24 4.60 -0.06
15 C 0.67 1.65 -2.97
16 C 0.03 -2.21 -3.31
17 C -2.54 3.39 2.67
18 C 3.63 0.51 -1.10
19 C -0.20 0.65 0.37
20 C 1.79 -1.69 3.33
21 C 3.75 -0.19 0.22
22 C -4.33 -4.20 -1.75
23 C 2.88 -3.52 -1.34
24 C 2.15 2.72 3.11
25 H 4.46 0.30 0.88
26 H -0.15 1.70 0.05
27 H -1.84 4.11 3.12
28 H 1.69 -1.51 2.26
29 H 2.80 -0.19 0.77
30 H 4.93 1.04 -2.49
31 H -3.61 -4.99 -1.95
32 H -5.01 -1.65 0.56
33 H -1.00 6.06 0.32
34 H -3.22 -1.89 -0.72
35 H -0.92 0.98 2.19
36 H 2.15 3.81 3.24
37 H -4.52 -4.13 -0.68
38 H 0.30 0.62 -2.96
39 H 3.35 1.56 -0.98
40 H 1.25 -2.52 -0.91
41 H 0.03 4.17 0.92
42 H 1.26 1.79 -2.06
43 H 3.98 -1.24 0.11
44 H -5.27 -4.48 -2.24
45 H 2.93 -4.59 -1.08
46 H 0.79 -1.57 -3.76
47 H -0.91 -2.08 -3.86
48 H -3.79 0.35 2.02
49 H 1.24 2.33 3.57
50 H 2.49 -3.50 -2.36
51 H -3.07 -1.23 2.32
52 H -4.81 -0.91 2.59
53 H 3.88 -3.10 -1.30
54 H -3.44 -2.98 -3.30
55 H 1.31 4.58 -0.27
56 H 1.63 1.66 1.59
57 H -2.48 3.45 1.58
58 H 0.90 -1.31 3.83
59 H -4.66 -2.15 -2.38
60 H 2.91 0.00 -1.76
61 H -0.24 3.97 -0.82
62 H -3.56 3.69 2.95
63 H -1.12 0.23 -0.03
64 H 3.01 2.29 3.64
65 H -2.55 1.91 3.95
66 H -0.19 2.32 -2.90
67 H 0.33 -3.26 -3.40
68 H 2.66 -1.12 3.68
69 H 2.34 -3.49 2.86
70 H 1.00 2.50 -4.70
71 H 0.66 0.15 -0.06
72 H -1.02 -2.06 -1.67

As for the structure (SMILES): CCO.CCO.CO.CO.CO.CO.CO.CO.CO.CO.CO. The calculation puts the energy above the lowest of the compared OMol25 structures with the same formula, charge and spin at 6.3 kcal per mole. As for the total charge: 0. For the HOMO energy, the calculation gives -9.59 eV. The LUMO energy comes out at 0.12 eV. As for the multiplicity: 1.

Atomic partial charges in e from the Mulliken method, atoms 1 to 4:
1 O -0.604
2 O -0.614
3 O -0.544
4 O -0.036